The following is a quantum chemistry calculation of a cluster of 7 separate species, C36H79BrFN4O18S6 in total in a non-equilibrium geometry, from the OMol25 dataset.

Last column: Mulliken charge in e.
Element x y z (Å)
Br 1.14 6.13 -0.88  -0.102
S 4.18 -5.93 0.57  1.128
S -0.34 -3.45 4.41  1.213
S -12.46 1.07 1.08  1.127
S 5.83 5.05 1.43  1.278
S -6.14 -4.28 -3.95  1.139
S 11.26 0.17 1.69  1.101
F 1.12 1.75 -6.18  -0.336
O -1.65 -3.39 5.03  -0.629
O 5.05 -4.64 1.08  -0.237
O 10.15 -0.97 2.07  -0.286
O -5.08 -4.89 -4.72  -0.604
O 4.94 -7.13 0.83  -0.596
O 6.04 4.13 0.33  -0.641
O 12.32 -0.44 0.93  -0.592
O 0.57 -4.54 5.21  -0.254
O 2.81 -5.77 1.00  -0.572
O 5.20 4.65 2.67  -0.664
O -12.83 1.54 2.39  -0.635
O 7.25 5.78 1.78  -0.236
O -13.15 2.03 -0.05  -0.266
O -6.83 -3.09 -4.40  -0.585
O 0.45 -2.26 4.17  -0.603
O -7.25 -5.42 -3.57  -0.268
O -11.08 0.84 0.71  -0.520
O 10.57 1.36 1.24  -0.543
N 2.38 3.94 -2.46  -0.338
N 0.02 3.72 -1.58  0.513
N -6.01 1.97 -2.36  0.227
N 0.75 2.55 -3.84  0.130
C 3.45 0.25 -5.79  -1.062
C -6.95 1.80 -1.15  -0.270
C 0.99 3.32 -2.72  0.110
C -0.40 1.21 2.95  -0.775
C 4.98 6.48 0.80  -0.626
C 9.23 -1.38 1.06  -0.120
C 8.22 5.06 2.52  -0.443
C -11.46 3.73 -0.48  -0.991
C 0.74 1.47 1.79  0.004
C 1.00 4.13 -0.51  -0.238
C -5.00 3.09 -2.57  -0.813
C -12.88 3.42 -0.01  -0.324
C 4.27 -5.59 -1.18  -0.944
C 9.90 -2.24 0.01  -1.052
C -3.73 2.80 -1.56  -0.458
C -2.29 2.97 -2.33  -0.467
C -7.90 0.47 -1.32  -0.443
C -0.51 -4.35 2.89  -0.830
C 11.87 0.46 3.34  -0.985
C -5.53 -3.99 -2.31  -0.946
C -1.04 2.70 -1.25  -0.607
C 5.08 -4.36 2.47  -0.227
C 0.56 4.14 1.07  -0.559
C 2.94 1.18 -4.50  -0.304
C -7.50 -6.69 -5.63  -0.990
C 1.36 2.98 1.97  -0.650
C -13.37 -0.41 0.72  -0.951
C 5.94 -5.36 3.23  -1.050
C 2.51 3.64 -0.95  0.176
C 8.88 3.97 1.69  -0.785
C -6.26 0.86 -3.38  -0.276
C 1.15 -4.16 6.46  -0.293
C 0.11 -4.09 7.55  -1.042
C -8.17 -5.83 -4.58  -0.304
C 1.77 2.25 -4.93  -0.070
C -7.44 -0.14 -2.81  -0.379
H 4.01 6.14 0.42  0.036
H -5.19 -4.94 -1.89  0.338
H 8.15 3.21 1.40  0.285
H 1.89 -4.93 6.72  0.275
H 0.47 -4.43 2.41  0.194
H 8.99 5.77 2.84  0.286
H 8.45 -1.96 1.56  0.168
H 2.54 3.04 1.78  0.129
H -0.62 -3.30 7.36  0.304
H -1.53 2.80 -0.19  0.317
H 3.89 1.84 -4.21  0.251
H -11.29 4.81 -0.53  0.401
H 10.42 -3.08 0.47  0.270
H -6.75 -6.12 -6.19  0.304
H -11.29 3.29 -1.47  0.268
H -1.43 1.07 2.41  0.215
H 0.33 1.26 0.72  -0.065
H 9.17 -2.61 -0.71  0.379
H 1.63 0.71 2.03  0.328
H -3.83 3.57 -0.67  0.350
H 5.52 -3.36 2.59  0.287
H -7.04 2.50 -0.19  0.289
H -4.71 3.08 -3.72  0.311
H 3.74 -4.67 -1.39  0.296
H 0.57 -3.88 8.52  0.386
H 7.78 4.64 3.43  0.309
H 4.07 -4.32 2.88  0.222
H -14.42 -0.25 0.96  0.334
H 5.32 -5.52 -1.47  0.326
H 3.19 3.40 -2.82  0.281
H -13.59 3.91 -0.69  0.263
H -6.98 -7.54 -5.17  0.260
H 1.23 3.29 3.12  0.479
H -8.95 -6.42 -4.08  0.273
H 4.84 7.20 1.60  0.350
H -12.96 -1.21 1.35  0.367
H 2.43 2.46 -0.86  0.333
H 8.74 -0.50 0.61  0.263
H 5.57 6.91 -0.02  0.332
H -0.45 -5.03 7.62  0.271
H -5.66 0.81 -4.40  0.268
H 6.03 -5.09 4.28  0.397
H -0.93 -5.33 3.10  0.339
H 9.68 3.48 2.24  0.334
H -2.26 2.22 -3.23  0.290
H -0.20 0.24 3.58  0.085
H -4.69 -3.30 -2.39  0.354
H -8.66 -4.96 -5.03  0.307
H -0.60 4.13 1.27  0.287
H 10.65 -1.67 -0.55  0.343
H 5.51 -6.36 3.18  0.322
H -8.72 0.01 -0.60  0.271
H 11.07 0.90 3.94  0.315
H 3.43 4.18 -0.47  -0.345
H -3.83 1.68 -1.22  0.276
H 4.42 -0.36 -5.52  0.341
H -10.72 3.30 0.20  0.282
H -13.05 3.82 0.99  0.321
H 2.27 3.29 -5.21  0.317
H -0.21 2.11 -3.98  0.253
H -5.53 4.11 -2.28  0.288
H -1.19 -3.78 2.25  0.364
H -13.24 -0.66 -0.33  0.315
H 0.95 5.18 1.52  0.480
H 3.75 0.94 -6.72  0.298
H -6.33 -3.56 -1.70  0.321
H -0.72 1.57 -1.42  0.291
H 2.64 -0.52 -6.13  0.297
H 3.80 -6.43 -1.69  0.375
H -7.86 -1.11 -3.33  0.324
H 2.67 0.50 -3.59  0.258
H -2.17 4.09 -2.73  0.190
H 12.21 -0.49 3.76  0.351
H 1.69 -3.21 6.35  0.301
H -8.23 -7.07 -6.35  0.383
H 6.94 -5.42 2.79  0.270
H -0.52 2.10 3.71  0.281
H 12.71 1.16 3.26  0.377
H 9.28 4.39 0.76  0.245

Properties
- Lowest unoccupied orbital energy: -3.7 eV
- Electronic energy: -8054.64121 Ha
- Net charge: +1
- HOMO: -9.2 eV

***

The following is a quantum chemistry calculation of a structure of composition C36H80BBrNO8PSi2, from the OMol25 dataset.

Last column: Mulliken charge in e.
Element x y z (Å)
Br -6.30 1.30 2.04  -0.290
P -4.79 4.36 0.81  -0.025
Si -5.85 2.44 0.17  0.858
Si -3.58 0.59 -0.40  0.021
O -3.21 -4.22 1.72  -0.526
O 3.40 1.99 -4.09  -0.511
O 3.18 -0.06 4.74  -0.482
O -6.03 5.44 0.47  -0.438
O -4.89 1.57 -0.82  -0.209
O 8.27 -0.43 0.79  -0.546
O 10.15 -0.63 -4.00  -0.488
O -2.67 0.39 2.41  -0.590
N -8.68 2.43 -0.01  -0.278
C -2.41 0.65 -1.86  -1.018
C 3.72 0.66 5.55  0.876
C -10.60 -2.47 0.71  -1.131
C 4.71 -2.71 2.58  -1.284
C 10.99 -1.57 -6.01  -1.201
C -1.71 2.47 1.47  -1.044
C -2.24 -4.24 2.44  0.920
C 5.06 -1.72 1.47  -0.030
C -1.90 -5.47 3.25  -1.305
C 4.12 0.16 6.92  -1.208
C 2.54 2.59 -6.22  -1.175
C -1.30 -3.07 2.57  -0.626
C 8.69 -0.26 -0.33  0.675
C 2.88 4.29 -4.33  -1.162
C -3.78 4.61 -0.71  -1.023
C 0.04 0.65 -0.99  -0.118
C 7.83 -0.46 -1.55  -0.548
C 8.52 -1.73 -5.35  -0.976
C 3.89 0.31 -0.68  0.367
C -9.11 3.50 0.88  -0.789
C 4.03 2.10 5.24  -1.159
C 9.91 -1.25 -5.01  0.869
C -5.70 -1.41 -0.25  -0.450
C -7.46 2.78 -0.75  -1.029
C -7.63 -2.23 1.19  -0.362
C -4.17 -1.19 -0.24  0.231
C -9.89 -3.43 1.67  -0.437
C -6.17 -2.46 0.76  -0.300
C 4.50 -0.33 1.75  -0.319
C 2.44 -0.09 -0.40  -0.814
C 4.70 0.63 0.58  -1.225
C 2.98 2.86 -4.81  0.862
C 10.12 0.15 -0.59  -1.240
C -1.12 -0.15 -1.62  -0.744
C 1.44 0.27 -1.51  -0.166
C -8.36 -3.53 1.53  -0.821
B -2.61 1.19 1.31  0.759
H -2.22 3.19 2.12  0.483
H -0.15 1.71 -1.19  0.230
H 11.07 -2.66 -6.15  0.336
H 4.39 -0.50 -1.23  0.143
H 7.78 0.46 -2.13  0.363
H -3.76 -1.65 0.67  -0.568
H 3.45 -0.40 2.04  0.289
H -3.71 -1.75 -1.06  0.499
H 6.82 -0.76 -1.25  0.098
H 5.31 -2.52 3.48  0.296
H 1.84 4.63 -4.39  0.326
H -2.97 0.20 -2.69  0.458
H 4.49 1.66 0.89  0.308
H -7.62 -1.60 2.09  0.142
H -10.14 -3.18 2.70  0.322
H -0.91 -5.83 2.98  0.348
H -4.04 3.95 -1.55  0.254
H -5.52 -2.41 1.64  0.228
H -2.64 -6.25 3.08  0.331
H 4.67 -2.09 0.52  0.330
H 10.65 0.27 0.35  0.371
H -0.29 -3.37 2.28  0.360
H -2.19 1.68 -2.16  0.485
H 3.48 4.95 -4.97  0.380
H 8.27 -1.23 -2.19  0.225
H 5.03 0.08 2.61  0.383
H 3.53 2.76 5.95  0.425
H -3.35 -0.30 2.34  0.235
H 3.22 4.37 -3.30  0.282
H 3.70 2.34 4.23  0.243
H 10.14 1.10 -1.14  0.302
H 11.94 -1.18 -5.67  0.304
H 3.66 -2.60 2.87  0.236
H -10.02 -2.30 -0.21  0.322
H -9.41 2.29 -0.71  0.266
H -11.57 -2.87 0.40  0.354
H -8.26 3.81 1.49  0.188
H -6.07 -3.46 0.34  0.353
H 5.19 0.28 7.06  0.333
H -6.00 -1.73 -1.25  0.241
H 3.12 3.18 -6.92  0.348
H 3.90 1.17 -1.35  0.111
H 8.52 -2.82 -5.46  0.317
H -9.89 3.13 1.55  0.298
H 8.20 -1.31 -6.31  0.364
H -9.48 4.39 0.35  0.322
H 3.62 0.75 7.69  0.354
H 5.76 0.59 0.32  0.280
H -6.35 5.82 1.29  0.339
H 10.75 -1.14 -6.99  0.337
H -8.11 -4.31 0.80  0.430
H -1.26 -2.73 3.60  0.334
H 7.82 -1.44 -4.57  0.165
H 2.11 0.40 0.52  0.320
H 5.10 2.28 5.32  0.320
H -10.31 -4.43 1.50  0.357
H 2.39 -1.17 -0.21  0.115
H -1.33 -1.02 -0.99  0.083
H -0.77 -0.56 -2.58  0.567
H 4.86 -3.75 2.27  0.391
H 3.85 -0.88 7.03  0.308
H -8.15 -1.68 0.41  0.230
H -10.79 -1.50 1.17  0.265
H 10.62 -0.59 -1.22  0.266
H -3.97 5.64 -1.02  0.438
H -7.46 3.83 -1.07  0.471
H -0.78 2.20 1.98  0.325
H 0.02 0.52 0.09  -0.036
H -7.97 -3.89 2.48  0.233
H -2.73 4.50 -0.47  0.295
H -6.24 -0.48 -0.07  -0.474
H 1.49 2.87 -6.34  0.340
H 1.86 1.11 -2.06  -0.179
H 1.35 -0.56 -2.23  0.455
H 2.66 1.53 -6.45  0.299
H -1.44 2.96 0.53  0.139
H 6.15 -1.63 1.39  0.011
H -1.62 -2.25 1.93  -0.171
H -1.87 -5.21 4.31  0.340
H -7.40 2.15 -1.64  0.442

Properties
- Lowest unoccupied orbital energy: 0.5 eV
- Electronic energy: -5595.76951 Ha
- HOMO: -8.2 eV